No. 1
{
  "formula": "C6H13NO2",
  "method": "ωB97M-V/def2-TZVPD",
  "species": ["C", "C", "C", "C", "C", "C", "O", "O", "N", "H", "H", "H", "H", "H", "H", "H", "H", "H", "H", "H", "H", "H"],
  "xyz": [[0.086087, -0.796921, 0.199875], [-0.087384, 0.515643, 0.495174], [-2.297552, -0.405673, 0.764434], [2.631656, 0.179589, -1.722736], [-2.981349, -0.281908, -0.566400], [2.258723, 0.441070, -0.293137], [0.504607, -1.727203, 1.055197], [0.222969, 0.952966, 1.739392], [3.064742, 0.923135, 0.537792], [0.710961, -1.317504, 1.908536], [-0.042138, 1.870741, 1.854409], [-0.122884, -1.157074, -0.793957], [-0.416368, 1.205346, -0.265042], [2.655682, 1.047226, 1.468382], [-2.518420, 0.376827, 1.487093], [-2.301567, -1.393248, 1.216684], [2.584398, -0.894721, -1.924025], [3.640578, 0.541744, -1.953302], [1.915361, 0.658939, -2.396498], [-2.762515, 0.677596, -1.051686], [-2.667995, -1.071070, -1.257760], [-4.077592, -0.345499, -0.502429]],
  "forces_ev_per_a": [[-0.2, 0.9, -0.1], [0.2, -0.8, -0.3], [-1.0, -0.1, 0.2], [-0.1, -0.1, -0.1], [0.1, 0.0, -0.1], [1.0, 0.3, 0.0], [0.2, -0.2, 0.3], [0.0, 0.1, 0.2], [-0.3, -0.1, -0.1], [0.0, 0.0, -0.1], [0.0, -0.1, 0.0], [0.0, 0.0, 0.0], [0.0, 0.0, 0.0], [0.0, 0.0, -0.1], [0.1, 0.0, 0.0], [0.1, 0.0, 0.0], [0.0, 0.1, 0.0], [-0.1, 0.0, 0.1], [0.0, 0.0, 0.0], [0.0, -0.1, 0.0], [0.0, 0.0, 0.0], [0.1, 0.0, 0.0]],
  "homo_lumo_gap_ev": [6.8042, 6.7120],
  "multiplicity": 1,
  "total_charge": 0
}

***

No. 2
{
  "formula": "C6H13NO2",
  "method": "ωB97M-V/def2-TZVPD",
  "species": ["C", "C", "C", "C", "C", "C", "N", "O", "O", "H", "H", "H", "H", "H", "H", "H", "H", "H", "H", "H", "H", "H"],
  "xyz": [[-0.388491, -0.543211, -1.215797], [0.780432, -0.885410, -0.304373], [0.860996, 0.512220, 0.869032], [-2.219864, -0.322862, 0.592912], [1.534322, 1.718565, 0.235086], [-1.264753, 0.380425, -0.335854], [0.687423, -2.126016, 0.326769], [0.029205, 0.148662, -2.355711], [-1.442651, 1.534092, -0.728544], [-0.257016, 1.073037, -2.203116], [-0.932005, -1.456357, -1.491510], [1.728102, -0.746670, -0.820096], [-0.029548, -2.225841, 1.033473], [1.561973, -2.514062, 0.653098], [1.555568, 0.028836, 1.565318], [0.078618, 0.820768, 1.563950], [-1.781195, -1.225667, 1.013488], [-2.523732, 0.352737, 1.390414], [-3.098947, -0.611695, 0.012772], [1.983200, 2.359648, 0.995191], [0.817293, 2.306016, -0.335981], [2.321072, 1.422784, -0.460523]],
  "forces_ev_per_a": [[0.1, 0.4, 0.5], [-0.4, 3.4, 2.0], [2.1, -2.2, -0.7], [0.5, 0.4, 0.6], [-0.2, 0.0, -0.1], [-2.0, 0.2, -3.0], [0.1, -1.4, 0.3], [-0.1, 0.4, 0.1], [0.5, -1.1, 1.2], [0.0, -0.3, -0.2], [-0.1, 0.1, 0.0], [-0.1, -0.2, -0.1], [0.2, 0.1, -0.1], [-0.1, 0.2, 0.1], [0.3, 0.1, 0.0], [-0.8, -0.3, -0.6], [-0.1, 0.0, 0.0], [-0.1, -0.1, 0.0], [0.1, 0.1, -0.1], [0.0, 0.1, 0.0], [0.0, 0.1, 0.0], [0.1, -0.1, 0.1]],
  "smiles": "CC[C@@H](N)[C@H](O)C(C)=O",
  "homo_lumo_gap_ev": 9.6919,
  "multiplicity": 1,
  "total_charge": 0
}

***

No. 3
{
  "formula": "C6H13NO2",
  "method": "ωB97M-V/def2-TZVPD",
  "species": ["O", "C", "C", "C", "C", "C", "C", "N", "H", "H", "H", "H", "H", "H", "H", "H", "H", "H", "H", "H", "O", "H"],
  "xyz": [[2.619286, 0.136051, 1.014717], [1.488492, -0.285280, 1.155645], [0.322629, 0.586250, 1.557484], [-0.030248, 1.654232, 0.525820], [-1.178327, 1.268166, -0.412989], [-0.822463, 0.366945, -1.599796], [-0.611124, -1.118726, -1.300328], [0.725993, -1.425074, -0.798624], [-0.540701, -0.081346, 1.711992], [0.569277, 1.048730, 2.525218], [-0.304596, 2.573037, 1.063893], [0.868747, 1.887344, -0.065500], [-1.974249, 0.780572, 0.175729], [-1.612514, 2.193678, -0.820173], [-1.638090, 0.446002, -2.334031], [0.087685, 0.751377, -2.090918], [-1.345355, -1.439019, -0.543352], [-0.817411, -1.697117, -2.216213], [1.372037, -1.699079, -1.532431], [0.793577, -2.249777, 0.101789], [1.424338, -1.792317, 1.694569], [0.603011, -1.904640, 2.187508]],
  "forces_ev_per_a": [[-2.7, -1.2, -0.5], [3.4, -1.0, 2.4], [-0.8, -1.0, -0.4], [0.1, 0.3, -0.2], [-0.1, 0.1, 0.0], [0.1, 0.1, -0.3], [-0.2, -0.5, 0.0], [0.2, -2.5, 3.2], [0.1, 0.4, 0.1], [0.2, -0.3, -0.3], [0.1, -0.2, -0.2], [-0.2, 0.0, 0.2], [0.1, 0.2, -0.1], [0.1, -0.2, 0.1], [0.2, 0.0, 0.1], [-0.3, -0.1, 0.1], [0.1, 0.1, -0.2], [-0.1, 0.1, 0.2], [-0.1, 0.1, 0.1], [-0.3, 3.1, -3.8], [0.0, 2.5, -0.6], [-0.1, 0.2, 0.1]],
  "smiles": "NCCCCCC(=O)O",
  "homo_lumo_gap_ev": 9.8747,
  "multiplicity": 1,
  "total_charge": 0
}

***

No. 4
{
  "formula": "C6H13NO4",
  "method": "ωB97M-V/def2-TZVPD",
  "species": ["C", "C", "C", "C", "C", "C", "H", "H", "H", "H", "H", "H", "H", "H", "H", "H", "H", "H", "H", "N", "O", "O", "O", "O"],
  "xyz": [[-1.754289, -0.881213, 0.789986], [-0.371501, -0.114637, 1.124693], [1.145216, -1.571886, -0.097873], [1.462878, -0.501480, -1.054774], [0.221327, 0.580418, -1.311353], [-0.218020, 1.065903, 0.221764], [-3.582844, -0.605924, 0.206982], [-1.493723, -1.538314, -0.213740], [-1.734058, -1.727887, 1.620028], [-0.737558, 0.013546, 2.275685], [1.463210, -0.821495, 1.776883], [0.299129, -2.128754, -0.619341], [1.967520, -2.318977, 0.018228], [1.740958, -1.211734, -1.881452], [2.120972, 1.148652, -0.008765], [0.764810, 1.482248, -1.742531], [-1.752886, 0.619483, -1.460254], [-1.232311, 1.397321, -0.217660], [0.859488, 0.948017, 2.434409], [0.663186, -1.140567, 1.145574], [-2.962798, -0.014897, 0.590008], [2.455302, 0.307551, -0.407105], [-0.960407, 0.132049, -1.928861], [0.688068, 2.233441, 0.715687]],
  "forces_ev_per_a": [[1.3, -2.7, -1.7], [-3.1, -1.5, 1.5], [-1.9, -2.4, -1.1], [-1.1, 1.7, 0.0], [2.4, -0.5, 2.4], [0.9, 3.1, -2.4], [-1.1, -0.8, -0.5], [-1.2, 1.9, 2.3], [-1.0, 2.0, -1.4], [1.7, 1.2, -1.8], [-1.3, -0.6, -1.2], [0.9, 0.1, 0.6], [-0.5, 0.8, 0.0], [0.6, 2.0, -0.4], [-0.4, -0.7, -0.5], [-1.1, -1.0, 0.0], [2.1, -1.4, -1.5], [1.2, 0.6, 2.4], [-0.4, 1.8, -2.1], [0.8, 1.5, 3.3], [3.4, -0.9, 1.2], [0.7, -0.2, -1.0], [-1.1, 1.2, 0.8], [-2.1, -5.2, 1.2]],
  "homo_lumo_gap_ev": 6.6772,
  "multiplicity": 1,
  "total_charge": 0
}

***

No. 5
{
  "formula": "C6H13NO4S",
  "method": "ωB97M-V/def2-TZVPD",
  "species": ["C", "C", "C", "C", "C", "C", "H", "H", "H", "H", "H", "H", "H", "H", "H", "H", "H", "H", "H", "N", "O", "O", "O", "O", "S"],
  "xyz": [[1.046086, 1.517833, 0.354799], [0.005400, 0.627824, -0.085119], [-1.532204, 1.289117, -0.240769], [-2.523131, 0.133362, 0.109640], [-1.981101, -1.001220, -0.516211], [-0.635593, -1.592188, -0.155020], [1.505140, -0.959459, 1.386962], [3.245920, -0.600432, 2.011996], [0.776060, 2.362423, -0.414820], [0.909177, 1.865566, 1.556869], [0.090789, 0.499487, -1.222648], [-1.806878, 1.547716, -1.486791], [-1.862119, 2.495186, 0.182801], [-3.372025, 0.552932, -0.364438], [-2.990231, -0.328905, 1.042264], [-2.788773, -1.898233, -0.308259], [-1.979547, -0.812621, -1.640407], [-0.595054, -2.490029, 0.627271], [0.126318, -1.864338, -0.918961], [2.607395, -1.059651, 1.244033], [4.375491, 0.008310, -0.453082], [2.030849, -0.832955, -1.188546], [2.515841, 1.233549, -0.061767], [-0.158628, -0.456741, 0.821790], [2.990807, -0.236539, -0.281583]],
  "forces_ev_per_a": [[0.9, 4.2, 0.2], [-3.3, 0.4, -1.1], [-0.7, 3.7, -0.6], [-0.6, 2.6, 2.3], [-2.0, -6.8, -4.7], [0.8, -0.4, 4.8], [2.8, 0.1, -0.3], [-2.0, -1.1, -1.8], [1.1, -0.6, 2.1], [0.9, -1.0, -3.5], [0.7, -1.2, 1.8], [1.2, -1.1, 3.5], [1.4, -3.8, -0.5], [-1.3, -0.5, -0.9], [1.4, 2.1, 0.2], [1.9, 1.8, -1.0], [0.0, -0.5, 1.0], [-0.8, 1.7, -1.8], [-0.8, 0.9, 0.4], [0.7, 2.2, -0.3], [0.4, -1.4, -0.4], [2.0, 0.0, 0.0], [-2.9, 1.3, 1.4], [0.9, -1.6, -3.3], [-2.7, -0.9, 2.5]],
  "smiles": "NS(=O)(=O)OC[C@@H]1CCCCO1",
  "homo_lumo_gap_ev": 10.7959,
  "multiplicity": 1,
  "total_charge": 0
}

***

No. 6
{
  "formula": "C6H13NS",
  "method": "ωB97M-V/def2-TZVPD",
  "species": ["C", "C", "C", "C", "C", "C", "H", "H", "H", "H", "H", "H", "H", "H", "H", "H", "H", "H", "H", "N", "S"],
  "xyz": [[0.386495, -1.640125, 1.036334], [0.470499, -0.965339, -0.249143], [-0.655860, -0.037023, -0.715147], [-1.990780, 0.375761, 0.037738], [0.743341, 0.461218, -0.476212], [1.717192, 0.665662, -1.674595], [-0.179148, -2.671283, 0.863746], [1.442645, -1.824603, 1.366176], [-0.136405, -1.082375, 1.910418], [0.762960, -1.480893, -1.072004], [-0.892890, -0.108199, -1.822746], [-2.223938, 1.271215, -0.432910], [-2.788662, -0.457116, -0.053386], [-1.001617, 1.040951, 1.754240], [-2.772159, 0.988934, 2.036407], [1.642308, -0.313054, -2.329840], [1.232882, 1.554918, -2.180789], [2.833391, 0.980641, -1.409295], [2.187125, 0.956233, 1.074739], [-1.910890, 0.589866, 1.556211], [1.133511, 1.694609, 0.780058]],
  "forces_ev_per_a": [[-0.5, -2.1, 2.4], [-2.9, 2.0, 1.5], [-1.0, 0.0, -0.9], [0.6, -2.5, 2.4], [1.5, 0.9, -0.6], [-0.5, 0.4, -0.9], [1.3, 2.0, 0.7], [-0.9, -0.3, 0.0], [0.7, -0.8, -1.9], [1.3, -2.1, -1.8], [0.2, 0.0, 1.4], [-1.2, 1.5, -1.0], [1.3, 1.5, -0.5], [-1.3, 0.1, 0.4], [1.9, -0.4, -1.3], [0.5, 2.3, 0.9], [1.0, -1.0, -0.2], [-2.5, -1.0, -0.3], [0.7, 0.1, 0.6], [0.2, -0.1, -0.8], [-0.5, -0.5, 0.1]],
  "smiles": "C[C@H]1[C@@H](CN)[C@@]1(C)S",
  "homo_lumo_gap_ev": 9.3862,
  "multiplicity": 1,
  "total_charge": 0
}

***

No. 7
{
  "formula": "C6H13NS",
  "method": "ωB97M-V/def2-TZVPD",
  "species": ["C", "C", "C", "C", "C", "C", "N", "S", "H", "H", "H", "H", "H", "H", "H", "H", "H", "H", "H", "H", "H"],
  "xyz": [[-1.422639, -2.204368, -2.123625], [0.217140, 2.308478, 1.206911], [-1.764936, -0.479263, 1.085329], [2.099945, -1.201502, -0.307269], [-0.268685, 1.316844, 0.177992], [-0.547228, -0.016613, 0.818154], [-0.853003, -1.126776, -2.398999], [0.921364, -1.191008, 1.212314], [-0.901617, -3.073825, -2.461926], [-2.389197, -2.441205, -1.622707], [-0.747412, 2.516383, 1.881035], [0.483685, 3.101347, 0.614919], [1.082128, 1.944967, 1.768535], [-1.342178, -0.294740, -1.984976], [-1.897522, -1.542880, 1.215979], [-2.714529, -0.106193, 0.868136], [2.641468, -0.331758, -0.567270], [1.418910, -1.474589, -1.195000], [2.736072, -1.963685, -0.148294], [-1.103455, 1.752937, -0.274207], [0.620441, 1.252500, -0.393670]],
  "forces_ev_per_a": [[-0.6, -1.0, 0.0], [-3.0, -1.1, 2.7], [1.3, -2.0, -0.5], [-5.2, 1.1, -1.3], [1.7, -1.3, 2.5], [0.7, -0.9, -0.8], [-0.3, 1.9, 0.8], [-0.3, 1.5, -1.2], [0.2, -0.9, -0.3], [0.5, 0.8, 0.0], [2.5, 0.1, -1.0], [0.7, 2.7, -0.7], [-0.4, 0.1, 0.1], [0.3, -0.9, -0.6], [0.4, -0.3, 0.8], [-1.1, 1.8, -0.3], [0.3, 1.2, 0.3], [1.2, 0.4, 1.3], [2.1, -2.7, 0.8], [-1.3, 0.2, -1.2], [0.3, -0.6, -1.7]],
  "smiles": "C=C(CC)SC.C=N",
  "homo_lumo_gap_ev": 9.3771,
  "multiplicity": 1,
  "total_charge": 0
}

***

No. 8
{
  "formula": "C6H13O2",
  "method": "ωB97M-V/def2-TZVPD",
  "species": ["C", "C", "C", "H", "H", "H", "H", "H", "H", "H", "H", "C", "C", "C", "O", "O", "H", "H", "H", "H", "H"],
  "xyz": [[0.515607, 2.266884, -0.278894], [0.964896, 1.348894, -1.463639], [0.875282, 1.682670, 1.073250], [0.831216, 3.280167, -0.504271], [-0.571141, 2.257016, -0.420912], [1.752729, 1.867260, -2.015269], [0.140020, 0.971228, 1.433916], [1.792241, 1.121149, 0.984158], [0.130594, 1.141367, -2.133363], [1.357269, 0.383193, -1.143947], [1.051651, 2.395272, 1.878526], [-0.513581, -2.323171, -0.000722], [-1.875885, -1.786470, -0.351231], [0.069244, -1.479743, 1.217507], [1.293014, -1.273899, 1.239915], [-0.816776, -1.217472, 2.065877], [-0.520273, -3.339417, 0.412682], [0.284320, -2.389096, -0.744824], [-1.842067, -0.772512, -0.759864], [-2.490609, -1.685636, 0.542369], [-2.427742, -2.447691, -1.031260]],
  "forces_ev_per_a": [[-1.0, -1.1, -1.1], [0.3, 0.4, 0.2], [0.4, 0.3, 0.3], [0.3, 0.2, 0.4], [-0.1, 0.4, 0.5], [0.0, -0.2, -0.2], [-0.1, 0.0, -0.1], [0.3, -0.3, 0.0], [0.1, 0.1, -0.2], [0.0, 0.0, 0.3], [-0.2, 0.4, -0.1], [1.2, 0.3, 1.3], [-0.6, -0.4, -0.5], [-0.9, -1.2, -0.3], [0.3, 0.1, 0.0], [0.5, 0.6, 0.3], [-0.5, 0.0, 0.0], [-0.4, 0.4, -0.5], [0.2, -0.1, -0.3], [0.3, -0.2, 0.2], [0.1, 0.2, -0.2]],
  "homo_lumo_gap_ev": 7.9181,
  "multiplicity": 1,
  "total_charge": -1
}

***

Molar mass values, unit g mol⁻¹, following the record order: 131.2; 131.2; 131.2; 163.2; 195.2; 131.2; 131.2; 117.2.
Calculated total energy values, unit eV, following the record order: -12011.9914; -12016.4554; -12016.4832; -16103.2469; -26941.7797; -18755.5243; -18755.0964; -10529.0160.
ΔE to the lowest compared entry with this formula, charge and spin values, unit kcal per mole, following the record order: 155.3; 52.3; 51.7; 220.3; 136.1; 63.5; 73.3; 15.9.